1.
This record from OMol25 describes C15H18Br9N3 as an isolated structure at a distorted geometry. The level of theory is ωB97M-V/def2-TZVPD.

Calculated values
Orbital gap ... 8.2 eV
Spin multiplicity ... 1
Energy relative to the best compared isomer or geometry (same formula, charge and spin) ... 0.000 eV
HOMO energy ... -8.273 eV
F_max ... 2.194 eV Å⁻¹
LUMO ... -0.1 eV

Cartesian coordinates (Å):
N 1.83 -6.06 -1.38
C 1.49 -6.63 -0.16
C 0.44 -5.84 0.30
C 0.28 -4.75 -0.58
C 1.16 -4.89 -1.58
H 2.44 -6.51 -2.05
H 1.93 -7.60 0.13
H -0.13 -5.96 1.20
H -0.39 -3.91 -0.48
H 1.45 -4.27 -2.43
N 0.85 3.33 1.63
C 1.42 3.30 0.37
C 2.20 2.16 0.26
C 1.98 1.46 1.45
C 1.12 2.15 2.24
H 0.17 3.98 1.93
H 1.22 4.17 -0.25
H 2.89 1.92 -0.55
H 2.45 0.56 1.83
H 0.80 1.87 3.26
N -2.55 4.05 1.04
C -2.10 5.35 1.15
C -1.83 5.63 2.44
C -2.08 4.43 3.18
C -2.61 3.50 2.29
H -2.70 3.55 0.17
H -1.93 5.93 0.25
H -1.46 6.63 2.75
H -2.00 4.22 4.27
H -2.80 2.45 2.45
C -0.16 0.55 -1.79
Br -1.80 1.27 -1.07
Br 0.24 1.47 -3.43
Br -0.48 -1.32 -2.28
H 0.63 0.56 -1.05
C 4.20 -1.74 -1.70
Br 5.23 -0.11 -1.42
Br 3.32 -1.70 -3.37
Br 2.94 -1.77 -0.24
H 4.89 -2.56 -1.63
C -4.42 -1.73 -1.47
Br -5.32 -0.33 -0.48
Br -5.50 -2.30 -2.96
Br -3.88 -3.14 -0.33
H -3.46 -1.35 -1.90



2.
This record from OMol25 describes one molecule with the formula C15H18BrN3O2 at a distorted geometry. The level of theory is ωB97M-V/def2-TZVPD.

Calculated values
Orbital gap ... 9.1 eV
Structure (SMILES) ... O=C(NN=C1CCCCCC1)C(=O)Nc1cccc(Br)c1
Spin multiplicity ... 1
Energy relative to the best compared isomer or geometry (same formula, charge and spin) ... 0.028 eV
HOMO energy ... -8.889 eV
F_max ... 1.073 eV Å⁻¹
LUMO ... 0.3 eV

Cartesian coordinates (Å):
O 2.12 1.01 0.12
C 1.67 -0.12 0.09
N 2.32 -1.29 0.07
N 3.63 -1.59 0.31
C 4.62 -1.02 -0.25
C 5.97 -1.54 0.16
C 7.12 -0.58 -0.08
C 7.00 0.71 0.73
C 5.62 1.36 0.65
C 5.04 1.42 -0.77
C 4.59 0.04 -1.31
C 0.15 -0.36 0.08
O -0.33 -1.47 0.08
N -0.50 0.83 0.06
C -1.86 1.10 0.04
C -2.27 2.44 0.04
C -3.61 2.75 0.03
C -4.57 1.75 0.01
C -4.15 0.43 0.01
Br -5.45 -0.96 -0.02
C -2.81 0.09 0.02
H 1.71 -2.10 0.19
H 5.92 -1.83 1.21
H 6.15 -2.46 -0.41
H 8.06 -1.08 0.19
H 7.19 -0.33 -1.14
H 7.22 0.50 1.78
H 7.75 1.42 0.37
H 4.91 0.82 1.28
H 5.68 2.37 1.04
H 5.78 1.86 -1.44
H 4.17 2.07 -0.74
H 3.58 0.12 -1.72
H 5.25 -0.28 -2.12
H 0.14 1.62 0.07
H -1.52 3.22 0.06
H -3.92 3.78 0.03
H -5.62 1.99 0.00
H -2.50 -0.95 0.02



3.
This record from OMol25 describes one molecule with the formula C15H18BrN3OS. The level of theory is ωB97M-V/def2-TZVPD.

Calculated values
Orbital gap ... 8.5 eV
Structure (SMILES) ... CCCC(=O)N1CCN(c2nc3ccc(Br)cc3s2)CC1
Spin multiplicity ... 1
Energy relative to the best compared isomer or geometry (same formula, charge and spin) ... 0.000 eV
HOMO energy ... -7.956 eV
F_max ... 0.949 eV Å⁻¹
LUMO ... 0.6 eV

Cartesian coordinates (Å):
C -6.19 1.11 -0.84
C -4.89 1.89 -0.99
C -3.69 1.05 -0.55
C -2.40 1.84 -0.70
O -2.37 2.96 -1.16
N -1.26 1.24 -0.25
C 0.01 1.92 -0.40
C 0.90 1.16 -1.39
N 1.04 -0.21 -0.95
C 2.09 -0.63 -0.22
N 2.13 -1.75 0.42
C 3.34 -1.96 1.00
C 3.70 -3.08 1.76
C 4.97 -3.15 2.29
C 5.88 -2.13 2.08
Br 7.62 -2.27 2.83
C 5.57 -1.00 1.33
C 4.29 -0.94 0.80
S 3.60 0.34 -0.17
C -0.22 -0.90 -0.80
C -1.11 -0.13 0.19
H -7.03 1.72 -1.15
H -6.18 0.21 -1.44
H -6.35 0.83 0.20
H -4.75 2.18 -2.03
H -4.93 2.80 -0.39
H -3.63 0.15 -1.16
H -3.81 0.76 0.50
H -0.20 2.93 -0.77
H 0.50 1.98 0.57
H 1.87 1.63 -1.47
H 0.42 1.15 -2.38
H 2.98 -3.86 1.91
H 5.26 -4.01 2.88
H 6.28 -0.22 1.18
H -0.71 -0.94 -1.78
H -0.03 -1.91 -0.44
H -0.62 -0.13 1.17
H -2.08 -0.62 0.29



4.
This record from OMol25 describes one molecule with the formula C15H18FNO5. The level of theory is ωB97M-V/def2-TZVPD.

Calculated values
Orbital gap ... 9.8 eV
Structure (SMILES) ... CCOC(=O)CCCNC(=O)COC(=O)c1cccc(F)c1
Spin multiplicity ... 1
Energy relative to the best compared isomer or geometry (same formula, charge and spin) ... 0.055 eV
HOMO energy ... -9.546 eV
F_max ... 0.730 eV Å⁻¹
LUMO ... 0.3 eV

Cartesian coordinates (Å):
C -2.34 -3.61 -0.85
C -1.50 -2.42 -0.44
O -0.24 -2.89 0.05
C 0.54 -2.03 0.68
O 0.23 -0.87 0.87
C 1.84 -2.67 1.11
C 3.03 -2.24 0.24
C 3.60 -0.86 0.59
N 2.75 0.23 0.19
C 3.12 1.11 -0.75
O 4.20 1.11 -1.31
C 2.08 2.20 -1.06
O 0.74 1.79 -0.88
C 0.14 2.12 0.27
O 0.68 2.74 1.15
C -1.27 1.64 0.33
C -1.96 1.76 1.53
C -3.26 1.30 1.64
C -3.88 0.71 0.55
C -3.18 0.60 -0.64
F -3.78 0.01 -1.70
C -1.88 1.06 -0.78
H -3.29 -3.25 -1.25
H -2.54 -4.25 0.01
H -1.83 -4.19 -1.61
H -1.31 -1.76 -1.29
H -1.98 -1.83 0.35
H 1.71 -3.75 1.05
H 2.03 -2.39 2.15
H 3.82 -2.97 0.37
H 2.74 -2.25 -0.82
H 3.77 -0.80 1.67
H 4.55 -0.72 0.07
H 1.82 0.25 0.58
H 2.20 2.50 -2.11
H 2.30 3.06 -0.41
H -1.45 2.21 2.37
H -3.79 1.39 2.57
H -4.89 0.34 0.61
H -1.36 0.96 -1.72



Question: The highest HOMO energy belongs to which entry?
Answer: C15H18BrN3OS